Entry 1:
The following is a DFT calculation (ωB97M-V/def2-TZVPD) of a 3-piece molecular cluster, C4H11N2O2 overall at a distorted geometry.

```
19
Properties=species:S:1:pos:R:3:nbo_charge:R:1
C 2.791 -1.609 -0.661 -0.68
C 1.580 -0.796 -0.243 0.15
C 1.267 -0.109 0.886 -0.07
N 0.069 0.561 0.709 -0.46
C -0.442 0.183 -0.471 0.28
N 0.433 -0.692 -1.029 -0.48
H 2.479 -2.355 -1.396 0.25
H 3.121 -2.317 0.107 0.26
H 3.651 -0.906 -0.676 0.27
H 1.822 -0.118 1.836 0.25
H -0.339 0.961 1.545 0.46
H -1.388 0.484 -0.894 0.29
H 0.250 -1.127 -1.931 0.45
H -1.976 2.359 0.463 0.51
H -1.851 2.914 -1.191 0.53
O -1.783 2.299 -0.466 -1.02
H -3.445 -0.452 0.640 0.49
H -3.442 0.596 1.660 0.48
O -2.795 0.124 1.111 -0.97
```

Computed properties:
Total charge = +1
Frontier orbital gap = 0.386 Eh
Energy relative to the best compared isomer or geometry (same formula, charge and spin) = 32.14 kcal/mol
Highest occupied orbital energy = -0.491 Ha
Total energy = -418.7486 Eh
LUMO level = -2.84 eV

---

Entry 2:
The following is a DFT calculation (ωB97M-V/def2-TZVPD) of one molecule with the formula C20H26FN3O4S2.

```
56
Properties=species:S:1:pos:R:3:nbo_charge:R:1
C 4.532 -3.099 0.210 -0.61
H 5.322 -2.607 -0.351 0.20
C 3.662 -2.087 0.946 -0.41
H 2.888 -2.625 1.496 0.21
H 4.274 -1.551 1.671 0.24
C 2.966 -1.053 0.045 0.13
N 2.070 -0.233 0.876 -0.63
C 2.449 0.459 1.955 0.67
O 3.549 0.435 2.471 -0.64
C 1.366 1.386 2.557 -0.30
N 0.029 0.851 2.603 -0.42
C -1.039 1.302 1.920 0.67
O -2.166 0.872 2.104 -0.64
C -0.848 2.374 0.839 -0.34
N -1.804 2.105 -0.222 -0.84
S -1.333 0.801 -1.180 2.30
O 0.105 0.826 -1.239 -0.97
O -1.949 -0.427 -0.776 -0.93
C -2.004 1.309 -2.752 -0.35
C -3.159 0.715 -3.224 -0.17
C -3.698 1.137 -4.427 -0.27
C -3.054 2.150 -5.119 0.42
C -1.894 2.749 -4.653 -0.28
C -1.367 2.317 -3.449 -0.14
H -0.462 2.742 -3.046 0.24
H -1.427 3.532 -5.229 0.24
F -3.572 2.567 -6.286 -0.31
H -4.596 0.698 -4.830 0.24
H -3.612 -0.074 -2.646 0.25
H -2.703 1.880 0.197 0.42
H 0.136 2.353 0.376 0.24
H -1.052 3.365 1.254 0.23
C -0.197 -0.231 3.556 -0.26
C 0.050 -1.578 2.959 -0.20
C -0.473 -2.107 1.819 -0.27
C -0.039 -3.431 1.583 -0.24
C 0.803 -3.887 2.545 -0.43
S 1.091 -2.707 3.761 0.44
H 1.273 -4.847 2.622 0.24
H -0.351 -4.016 0.737 0.23
H -1.145 -1.578 1.166 0.25
H -1.244 -0.160 3.871 0.26
H 0.452 -0.082 4.422 0.21
H 1.387 2.322 1.998 0.22
H 1.695 1.608 3.579 0.23
H 1.177 -0.027 0.448 0.42
C 2.086 -1.732 -1.002 -0.63
H 1.484 -0.988 -1.518 0.23
H 1.420 -2.448 -0.528 0.22
H 2.698 -2.248 -1.735 0.21
C 3.973 -0.119 -0.632 -0.63
H 3.439 0.634 -1.208 0.21
H 4.582 0.375 0.120 0.23
H 4.621 -0.673 -1.304 0.21
H 3.944 -3.707 -0.471 0.20
H 5.000 -3.762 0.935 0.21
```

Computed properties:
Frontier orbital gap = 0.330 Eh
Energy relative to the best compared isomer or geometry (same formula, charge and spin) = 0.00 kcal/mol
Highest occupied orbital energy = -0.317 Ha
SMILES string = CCC(C)(C)NC(=O)CN(Cc1cccs1)C(=O)CNS(=O)(=O)c1ccc(F)cc1
Total energy = -2139.2145 Eh
LUMO level = 0.35 eV

---

Entry 3:
The following is a DFT calculation (ωB97M-V/def2-TZVPD) of C40H43I2InN6O3S4 as an isolated structure.

```
99
Properties=species:S:1:pos:R:3:mulliken_charge:R:1
In 2.549 1.165 0.075 1.92
N 1.076 1.234 -1.452 -0.57
S -0.233 0.716 -1.839 1.84
N -1.413 0.575 -0.704 0.00
S -1.846 -0.700 0.068 0.71
N -0.824 -1.542 0.867 0.31
S 0.355 -0.884 1.808 1.46
N 1.557 -0.385 1.152 -0.55
C 0.679 -2.271 2.856 0.27
C 1.867 -2.199 3.573 -0.64
C 2.182 -3.226 4.448 -0.79
C 1.318 -4.304 4.593 -0.60
C 0.136 -4.364 3.867 -0.86
C -0.196 -3.341 2.991 -0.16
C -0.502 0.277 2.856 0.39
C -1.236 -0.147 3.957 -0.47
C -1.919 0.797 4.708 -0.78
C -1.863 2.141 4.360 -0.89
C -1.127 2.549 3.256 -0.78
C -0.444 1.615 2.493 -0.44
C -2.638 -1.914 -0.950 1.02
C -2.164 -3.213 -1.018 -0.22
C -2.827 -4.111 -1.844 -0.86
C -3.933 -3.705 -2.575 -0.69
C -4.397 -2.397 -2.487 -0.77
C -3.751 -1.490 -1.668 -0.98
C -3.172 -0.106 1.080 0.73
C -3.546 1.227 1.080 0.17
C -4.619 1.606 1.877 -0.94
C -5.289 0.664 2.642 -0.64
C -4.895 -0.671 2.629 -0.75
C -3.828 -1.066 1.844 -1.11
C -1.049 1.780 -2.996 0.00
C -2.428 1.928 -3.032 0.09
C -2.988 2.755 -3.994 -0.89
C -2.174 3.415 -4.905 -0.65
C -0.794 3.259 -4.857 -0.77
C -0.222 2.439 -3.897 -0.55
C -0.150 -0.863 -2.672 0.48
C 0.731 -1.790 -2.127 0.30
C 0.889 -3.017 -2.748 -0.92
C 0.175 -3.305 -3.906 -0.81
C -0.711 -2.376 -4.431 -0.92
C -0.881 -1.143 -3.816 -0.30
H 2.531 -1.355 3.437 0.58
H 3.102 -3.187 5.015 0.46
H 1.569 -5.105 5.276 0.43
H -0.529 -5.209 3.981 0.47
H -1.111 -3.376 2.418 0.27
H -1.269 -1.191 4.236 0.53
H -2.486 0.483 5.574 0.48
H -2.391 2.873 4.957 0.45
H -1.081 3.596 2.984 0.62
H 0.130 1.937 1.636 0.42
H -1.301 -3.510 -0.440 0.50
H -2.475 -5.132 -1.910 0.52
H -4.445 -4.414 -3.211 0.46
H -5.270 -2.090 -3.046 0.50
H -4.123 -0.477 -1.569 0.21
H -3.009 1.945 0.477 0.53
H -4.930 2.642 1.894 0.52
H -6.129 0.967 3.253 0.46
H -5.425 -1.401 3.225 0.50
H -3.516 -2.103 1.817 0.27
H -3.051 1.422 -2.309 0.26
H -4.060 2.890 -4.028 0.49
H -2.616 4.059 -5.653 0.42
H -0.164 3.779 -5.564 0.47
H 0.850 2.312 -3.837 0.39
H 1.252 -1.553 -1.206 -0.15
H 1.569 -3.750 -2.334 0.56
H 0.311 -4.258 -4.400 0.46
H -1.267 -2.603 -5.331 0.50
H -1.560 -0.414 -4.238 0.56
N 3.764 2.690 -1.118 -0.35
C 4.732 2.283 -2.172 -0.59
C 4.461 0.891 -2.731 -0.17
C 4.896 -0.235 -1.803 -0.68
N 3.953 -0.454 -0.664 -0.39
H 3.009 3.236 -1.527 0.28
H 4.221 3.323 -0.458 0.19
H 5.728 2.301 -1.728 0.15
H 4.726 3.022 -2.974 0.36
H 5.033 0.790 -3.655 0.60
H 3.406 0.776 -3.002 -0.19
H 5.875 -0.004 -1.386 0.17
H 4.992 -1.166 -2.361 0.37
H 4.455 -0.771 0.163 0.30
H 3.318 -1.213 -0.894 0.15
I 7.436 1.452 0.882 -0.01
I 7.759 4.080 0.840 0.01
C 2.710 3.358 3.667 -0.94
S 3.216 3.105 2.005 1.00
O 4.177 4.105 1.644 -0.54
O 1.992 3.106 1.143 -0.64
O 3.721 1.698 1.905 -0.59
H 2.273 4.352 3.731 0.39
H 3.599 3.297 4.290 0.41
H 1.989 2.589 3.935 0.17
```

Computed properties:
Total charge = +2
Frontier orbital gap = 0.282 Eh
Energy relative to the best compared isomer or geometry (same formula, charge and spin) = 7.91 kcal/mol
Highest occupied orbital energy = -0.468 Ha
Total energy = -4481.9934 Eh
LUMO level = -5.08 eV

---

Entry 4:
The following is a DFT calculation (ωB97M-V/def2-TZVPD) of one molecule with the formula Br2FH2PSi at a distorted geometry.

```
7
Properties=species:S:1:pos:R:3:nbo_charge:R:1
F 1.422 -1.562 -0.353 -0.57
Si -1.133 -0.318 0.969 0.60
P 0.674 -0.121 -0.589 0.82
Br -2.646 1.380 0.230 -0.42
Br -0.157 1.002 2.542 -0.40
H 0.079 -0.870 -1.537 -0.03
H 1.762 0.489 -1.262 -0.01
```

Computed properties:
Frontier orbital gap = 0.294 Eh
Energy relative to the best compared isomer or geometry (same formula, charge and spin) = 72.04 kcal/mol
Highest occupied orbital energy = -0.333 Ha
SMILES string = F[PH2]=[Si](Br)Br
Total energy = -5879.9706 Eh
LUMO level = -1.07 eV

---

Entry 5:
The following is a DFT calculation (ωB97M-V/def2-TZVPD) of an isolated ion of composition C6H11N3 and charge +2 at a distorted geometry.

```
20
Properties=species:S:1:pos:R:3:nbo_charge:R:1
C 1.376 0.763 -0.799 -0.04
C 1.848 0.576 0.814 -0.54
C -0.041 0.535 -0.993 -0.06
C 2.543 -0.553 0.366 0.69
C -3.352 -0.206 0.573 0.17
C -1.090 0.414 0.093 -0.27
N -2.171 -0.586 0.180 -0.40
N 0.765 -0.526 -1.221 -0.62
N 2.932 -1.594 0.019 -0.42
H 1.783 1.546 -1.390 0.28
H 1.139 0.119 1.439 0.28
H -0.618 1.024 -1.809 0.23
H 2.418 1.433 1.254 0.34
H -4.003 -1.034 0.667 0.24
H -3.739 0.819 0.584 0.26
H -0.632 0.503 1.079 0.23
H -1.552 1.435 -0.027 0.25
H -1.920 -1.541 -0.180 0.47
H 1.010 -1.127 -1.956 0.43
H 3.086 -2.387 -0.521 0.49
```

Computed properties:
Total charge = +2
Frontier orbital gap = 0.345 Eh
Energy relative to the best compared isomer or geometry (same formula, charge and spin) = 100.63 kcal/mol
Highest occupied orbital energy = -0.662 Ha
SMILES string = C=[NH+]C[C@@H]1N[C@@H]1CC#[NH+]
Total energy = -398.6782 Eh
LUMO level = -8.61 eV

---

Entry 6:
The following is a DFT calculation (ωB97M-V/def2-TZVPD) of a 2-piece molecular cluster, C3H3OP overall at a distorted geometry.

```
8
Properties=species:S:1:pos:R:3:nbo_charge:R:1
C -2.318 2.904 -0.448 -0.77
C 2.145 0.086 0.462 0.72
C 3.035 1.036 0.412 -0.78
O 1.342 -0.763 0.317 -0.46
P -0.949 2.257 -0.230 0.55
H -3.376 2.988 -0.248 0.23
H 2.830 1.864 -0.177 0.26
H 3.768 1.018 1.175 0.26
```

Computed properties:
Frontier orbital gap = 0.360 Eh
Energy relative to the best compared isomer or geometry (same formula, charge and spin) = 60.40 kcal/mol
Highest occupied orbital energy = -0.351 Ha
SMILES string = C=C=O.C#P
Total energy = -532.5860 Eh
LUMO level = 0.25 eV

---

Entry 7:
The following is a DFT calculation (ωB97M-V/def2-TZVPD) of a 2-piece molecular cluster, CHClO2PS overall at a distorted geometry.

```
7
Properties=species:S:1:pos:R:3:nbo_charge:R:1
C -0.174 -1.079 -0.304 0.13
O 4.277 -1.315 0.419 -1.04
O 0.647 -1.459 0.504 -0.69
P 3.100 -0.974 -0.427 1.35
S -1.796 -1.252 -0.307 -0.41
Cl 2.925 1.031 0.096 -0.41
H 0.333 -0.407 -0.975 0.08
```

Computed properties:
Total charge = -1
Frontier orbital gap = 0.259 Eh
Energy relative to the best compared isomer or geometry (same formula, charge and spin) = 33.38 kcal/mol
Highest occupied orbital energy = -0.145 Ha
Total energy = -1389.0227 Eh
LUMO level = 3.09 eV